[1]
The following is a quantum chemistry calculation of a structure of composition C5H9NO2 in a non-equilibrium geometry, from the Open Molecules 2025 dataset.

XYZ file:
```
17
Properties=species:S:1:pos:R:3:forces:R:3:mulliken_charge:R:1
C 1.7313 -1.2318 0.8981 -1.6570 -0.8301 -0.2077 -1.070
C -1.3637 1.2252 -1.3213 0.4695 0.1769 -0.1824 -1.206
N 0.7909 0.8565 0.1631 -3.9566 -0.7162 -3.7549 -0.240
C 0.9733 -0.4789 -0.2432 6.3832 -1.8328 0.5144 0.818
C -0.8157 0.1969 -0.3621 -1.7157 2.5808 0.0149 0.756
C -1.6346 -0.7354 0.1259 1.4124 -0.8024 0.0713 -0.966
O 0.6407 1.1736 1.4824 0.7244 -0.4685 1.0704 -0.348
O 1.2741 -0.8823 -1.3939 -1.8343 1.7358 1.5612 -0.659
H 1.0982 2.0313 1.5304 -0.4003 -0.2748 -0.0366 0.388
H 1.1587 -1.2274 1.8252 0.2932 -0.0764 0.1449 0.328
H 2.6922 -0.7356 1.0355 -0.1878 0.1658 -0.0380 0.345
H 1.9048 -2.2476 0.5466 -0.0107 0.0302 0.1493 0.332
H -0.7579 1.2891 -2.2281 0.0895 -0.0346 0.1389 0.277
H -1.3665 2.2142 -0.8545 0.1080 -0.0966 -0.0152 0.266
H -2.3881 1.0042 -1.6310 0.0967 -0.2267 0.1686 0.400
H -2.6381 -0.8590 -0.2681 0.1091 0.4065 -0.1131 0.285
H -1.2995 -1.5931 0.6949 0.0764 0.2630 0.5141 0.294
```
Positions in Å, forces in eV/Å.

Values from the calculation:
ΔE to the lowest compared entry with this formula, charge and spin in kcal/mol: 137.3
Molar mass in g/mol: 115.13
LUMO level in eV: 0.44
Spin multiplicity: 1
HOMO energy in eV: -9.2
F_max in eV/A: 6.7
HOMO-LUMO gap in eV: 9.61

---

[2]
The following is a quantum chemistry calculation of a structure of composition C5H9NO2 in a non-equilibrium geometry, from the Open Molecules 2025 dataset.

XYZ file:
```
17
Properties=species:S:1:pos:R:3:forces:R:3:mulliken_charge:R:1
C 1.2992 1.4300 -0.2322 0.0005 0.0653 -0.2986 -1.358
C -0.5516 -1.8621 0.7604 0.3455 -0.0039 0.0687 -1.276
N -1.3472 0.4236 0.9782 -1.5757 -0.2618 -2.2278 -0.630
C 0.7527 0.0366 -0.2024 -0.1545 -0.2566 1.7439 0.591
C -0.2952 -0.3907 0.5885 2.2380 -1.0569 -0.7775 0.522
C -1.5412 0.5285 -0.7223 -1.9051 1.0147 2.1358 0.116
O 1.5918 -0.9411 -0.6807 -0.0560 0.0456 -0.1957 -0.527
O -1.9601 -0.2661 -1.5078 0.3163 0.1317 1.0270 -0.470
H 2.2209 -0.5587 -1.3033 -0.0791 -0.0008 0.1106 0.331
H -1.1042 1.3063 1.4151 0.1354 0.2302 -0.5826 0.296
H -1.5961 1.6177 -0.7948 0.8374 0.0261 -0.7391 0.379
H 0.5530 2.1645 0.0667 0.0769 -0.0025 -0.0417 0.296
H 2.1546 1.5159 0.4466 -0.0542 -0.0531 -0.0352 0.315
H 1.6540 1.6840 -1.2380 -0.0968 0.0822 0.0782 0.409
H -1.3066 -2.0178 1.5303 -0.0323 0.1232 -0.1527 0.397
H 0.3668 -2.3615 1.0748 -0.0025 -0.0958 -0.1725 0.347
H -0.8909 -2.3091 -0.1791 0.0062 0.0124 0.0590 0.261
```
Positions in Å, forces in eV/Å.

Values from the calculation:
ΔE to the lowest compared entry with this formula, charge and spin in kcal/mol: 81.3
Molar mass in g/mol: 115.13
LUMO level in eV: 0.64
Spin multiplicity: 1
HOMO energy in eV: -8.0
F_max in eV/A: 3.0
HOMO-LUMO gap in eV: 8.61

---

[3]
The following is a quantum chemistry calculation of a structure of composition C5H9NO2 in a non-equilibrium geometry, from the Open Molecules 2025 dataset.

XYZ file:
```
17
Properties=species:S:1:pos:R:3:forces:R:3:mulliken_charge:R:1
C -1.4082 0.6469 0.9142 2.0840 -1.2914 -4.0014 -0.489
N -1.3446 -0.4087 -0.2464 2.6661 1.8543 2.4623 -0.429
C 0.0357 -0.5135 -0.7070 -0.7959 -1.0959 1.5195 -0.181
C 1.1784 -1.2425 0.1442 -2.0074 -3.3164 -2.2641 -0.107
C 1.5747 -0.2141 1.1077 1.7420 3.2343 0.9270 -0.282
O 2.1000 0.8181 0.7277 -1.1571 -2.1072 1.2349 -0.307
C 0.2501 0.2429 -1.9041 -5.2771 1.4097 -0.3286 0.157
O -0.7683 1.0441 -2.2441 2.9663 -2.0053 -0.3682 -0.757
H -0.6710 1.4474 0.6627 -0.9600 -0.0965 0.3907 0.359
H -0.8385 0.2532 1.8360 0.2609 -0.6076 -0.0407 -0.497
H -2.3287 0.8956 1.3220 -1.9346 0.5338 -0.0821 0.455
H -1.7051 0.1169 -1.0505 -0.6884 0.2277 -0.2873 0.458
H 0.6948 0.6774 -0.8574 0.3878 0.3205 1.3030 0.098
H 2.0175 -1.5998 -0.5414 -0.6757 1.1208 0.6934 0.291
H 0.8494 -2.2793 0.5804 0.0411 2.3864 -0.4865 0.316
H -0.7072 0.1606 2.7261 1.6257 -0.6570 0.7557 0.403
H 1.0711 -0.0452 -2.4701 1.7221 0.0899 -1.4277 0.511
```
Positions in Å, forces in eV/Å.

Values from the calculation:
ΔE to the lowest compared entry with this formula, charge and spin in kcal/mol: 262.0
Molar mass in g/mol: 115.13
LUMO level in eV: -2.25
Spin multiplicity: 1
HOMO energy in eV: -7.4
F_max in eV/A: 5.5
HOMO-LUMO gap in eV: 5.19

---

[4]
The following is a quantum chemistry calculation of a cluster of 5 separate species, C5H9NO3 in total in a non-equilibrium geometry, from the Open Molecules 2025 dataset.

XYZ file:
```
18
Properties=species:S:1:pos:R:3:forces:R:3:mulliken_charge:R:1
C 2.8083 0.3798 0.3171 0.1021 0.3507 0.1590 -0.094
C 1.9294 1.3033 1.1696 0.0821 -0.3599 0.0406 0.533
O 0.8581 1.7951 0.5376 -0.2132 0.0903 -0.1983 -0.508
O 2.2544 0.2464 -0.9738 0.2453 -0.3936 -0.4526 -0.574
O 2.1755 1.5558 2.3159 0.0108 0.0327 -0.2286 -0.580
H 0.7992 1.4084 -0.3632 0.2721 -0.0623 0.3643 0.389
H 2.0577 -0.6720 -1.2109 0.0113 0.4184 0.3883 0.295
H 3.7886 0.8593 0.2261 -0.0742 -0.0205 0.1224 0.237
H 2.9567 -0.5523 0.8711 -0.1931 0.0332 -0.2105 0.279
C -2.1067 0.3945 0.8392 -1.5337 -0.1673 -0.0099 -0.142
C -1.0986 -1.3972 -1.5399 2.2997 1.1485 -0.5485 -0.067
C -3.2135 -0.0941 0.7310 1.0451 1.6528 0.7733 -0.679
N -0.4168 -0.6536 -0.9620 -1.3226 -1.0191 -0.2204 -0.373
H -1.2219 0.9733 0.9188 0.4507 -0.2133 0.0618 0.560
H -2.8746 -2.0147 -0.9467 -1.0614 0.8808 1.5395 -0.029
H -1.2768 -1.9552 -2.4361 -0.5730 -0.2954 0.2926 0.369
H -3.1481 -1.5246 -0.3169 0.6838 -1.5024 -1.7864 -0.016
H -4.2709 -0.0522 0.8230 -0.2318 -0.5737 -0.0867 0.402
```
Positions in Å, forces in eV/Å.

Values from the calculation:
ΔE to the lowest compared entry with this formula, charge and spin in kcal/mol: 145.4
Molar mass in g/mol: 131.13
LUMO level in eV: 0.57
Spin multiplicity: 1
HOMO energy in eV: -10.1
F_max in eV/A: 2.6
HOMO-LUMO gap in eV: 10.67